[1]
C2H3CsNaO2 | ωB97M-V with the def2-TZVPD basis set

Geometry as XYZ:
```
9
Properties=species:S:1:pos:R:3:forces:R:3
O -2.920165 2.714872 -0.593505 -2.4819 -0.2057 -3.0504
C -2.336110 1.648020 -0.557667 3.5154 5.0801 4.5692
C -1.211351 1.158468 -1.439844 -0.5523 -1.9641 -1.6030
O -0.113009 0.800539 -0.678497 0.3563 0.2226 -0.0453
Cs 0.973031 -2.371074 0.537587 -0.3264 0.3880 -0.1807
H -1.016859 1.932985 -2.212466 -0.1899 -0.0284 0.3268
H -1.649738 0.305889 -2.004320 0.4462 0.0116 -0.1405
Na 1.472505 2.259673 -0.620896 -0.4591 -0.1087 -0.0370
H -1.854381 1.931766 0.495031 -0.3082 -3.3953 0.1609
```
Forces are in eV/Å.

Values from the calculation:
DFT total energy = -410.63545 hartree
Lowest unoccupied orbital energy = -4.0 eV
ΔE to the lowest compared entry with this formula, charge and spin = 0.00 kcal per mole
Highest occupied orbital energy = -0.392 Eh
Total charge = +1

[2]
C2H3CuLi2O2 | ωB97M-V with the def2-TZVPD basis set

Geometry as XYZ:
```
10
Properties=species:S:1:pos:R:3:forces:R:3
O -2.472040 -0.792872 1.512385 0.8580 0.1122 -0.3586
C 1.172764 1.144058 -0.026840 0.5549 -1.0704 0.0566
C 0.794833 -0.160494 -0.067493 0.9796 2.3581 -0.4220
O -0.396625 -0.494481 -0.572869 -1.6403 -1.4291 -1.1175
Li -0.951890 -1.722967 0.920795 -0.5496 -0.0104 0.0423
H 2.154167 1.401941 0.371815 -0.3620 -0.0264 0.0350
H 0.624458 1.945862 -0.538068 -0.0013 -0.4507 0.2981
H 1.458306 -0.966591 0.269964 -0.1248 0.1945 0.0751
Li -1.535777 0.649466 0.788112 -0.1389 -0.0887 -0.0502
Cu -0.848198 -1.003922 -2.657802 0.4242 0.4109 1.4412
```
Forces are in eV/Å.

Values from the calculation:
DFT total energy = -1883.73541 hartree
Lowest unoccupied orbital energy (spin up / spin down) = -5.9 / -5.9 eV
2S+1 = 2
ΔE to the lowest compared entry with this formula, charge and spin = 0.00 kcal per mole
Highest occupied orbital energy (spin up / spin down) = -0.478 / -0.476 Eh
Total charge = +1

[3]
C2H3F2N | ωB97M-V with the def2-TZVPD basis set

Geometry as XYZ:
```
8
Properties=species:S:1:pos:R:3:forces:R:3
F -0.249297 -2.066306 0.280895 0.5381 0.3336 -0.1001
N -0.382537 -0.588831 -0.024323 -1.0916 -0.1758 1.1961
C 0.808352 -0.028766 -0.560920 -0.7728 -1.3072 0.7965
C 0.600165 0.124911 0.712597 -0.2226 0.4788 -1.5609
H 0.997362 -0.186316 -1.587510 1.1595 0.6245 -0.6437
H 0.573136 0.726043 1.589136 0.4357 -0.0849 0.6025
F -2.910352 0.246258 -0.445592 1.2604 -1.2160 1.5802
H -2.259998 -0.265907 0.104282 -1.3066 1.3470 -1.8706
```
Forces are in eV/Å.

Values from the calculation:
DFT total energy = -332.31000 hartree
Lowest unoccupied orbital energy = 0.1 eV
ΔE to the lowest compared entry with this formula, charge and spin = 92.77 kcal per mole
Highest occupied orbital energy = -0.393 Eh
SMILES = FN1C=C1.F

[4]
C2H3F2N6O4 | ωB97M-V with the def2-TZVPD basis set

Geometry as XYZ:
```
17
Properties=species:S:1:pos:R:3:forces:R:3
C -0.220329 -1.395238 -0.234668 1.3532 -0.0043 0.3223
C 0.330266 1.174119 -0.566673 3.7817 -0.5457 0.8594
N 0.946727 -0.949383 0.016928 0.9591 -0.5447 1.3015
N -0.751441 0.637215 -1.055408 -0.9758 -0.9873 1.1287
N -1.300768 -0.567953 -0.525976 -2.1297 0.8338 -1.1065
N 1.201536 0.403559 0.122892 -2.6487 -1.1889 -1.9771
N 3.909355 0.151210 1.004396 -2.2343 -2.6358 -1.5975
N -3.720775 -0.671241 0.385616 1.0139 -0.6362 -0.3841
O 2.305935 0.850271 0.727254 0.1286 1.6482 1.4619
O -4.293686 -0.087392 1.199951 -0.5141 0.8818 0.7892
O -2.220062 -0.298891 0.512178 2.1606 0.9315 0.8518
O -3.939986 -1.512212 -0.377046 -0.4492 -0.9205 -1.3344
F 4.339646 1.005060 1.849583 0.0844 1.2765 -0.5965
F 4.377218 0.402480 -0.213036 0.9389 0.7438 0.6524
H -0.295370 -2.470559 -0.353503 -0.3499 0.0960 0.1164
H 0.718430 2.084884 -0.984000 -0.2821 0.7366 0.3781
H -1.386702 1.244069 -1.508487 -0.8366 0.3152 -0.8655
```
Forces are in eV/Å.

Values from the calculation:
DFT total energy = -906.41056 hartree
Lowest unoccupied orbital energy = -5.7 eV
ΔE to the lowest compared entry with this formula, charge and spin = 2.45 kcal per mole
Highest occupied orbital energy = -0.505 Eh
Total charge = +1

[5]
C2H3F2NO | ωB97M-V with the def2-TZVPD basis set

Geometry as XYZ:
```
9
Properties=species:S:1:pos:R:3:forces:R:3
O 1.480342 -0.812633 -1.108669 0.4298 3.1091 3.0481
C 1.474722 0.034555 -0.154138 -0.9760 -2.0488 -0.9534
N 0.311761 0.317635 0.525426 -2.1066 -3.0287 -2.8046
C -1.184852 -0.306022 -0.179015 2.6489 5.9420 4.5544
F -1.470919 0.707624 -0.957446 -0.3249 -0.3725 -1.7975
F -2.110829 -0.214524 0.803998 0.5987 -0.9333 -0.0247
H 2.372510 0.568240 0.326811 -0.8625 -0.7666 -1.0477
H 0.177767 0.955258 1.275552 0.1733 0.5182 0.4336
H -1.050503 -1.250135 -0.532515 0.4193 -2.4194 -1.4081
```
Forces are in eV/Å.

Values from the calculation:
DFT total energy = -407.69183 hartree
Lowest unoccupied orbital energy = 0.9 eV
ΔE to the lowest compared entry with this formula, charge and spin = 40.49 kcal per mole
Highest occupied orbital energy = -0.376 Eh
SMILES = O=CNC(F)F

[6]
C2H3F2NO | ωB97M-V with the def2-TZVPD basis set

Geometry as XYZ:
```
9
Properties=species:S:1:pos:R:3:forces:R:3
C 1.450945 0.860907 0.008949 -2.8762 -5.4522 -2.9310
C 0.245572 0.005844 -0.063377 -2.8055 0.3751 3.9562
N 2.569787 -0.312370 -0.535214 1.2297 2.2822 0.7362
O 1.748900 1.917121 0.339076 2.3684 5.2052 2.0484
F 2.377557 -1.373647 0.392668 0.4882 -1.7180 0.7203
F 3.780068 0.192361 -0.134771 -0.4404 -0.4505 -0.7349
H 0.274138 -0.879506 0.696492 -0.1105 1.5140 -1.4723
H 0.035523 -0.328936 -1.025612 -0.0574 -0.8625 -1.7402
H -0.719360 0.619277 0.250328 2.2037 -0.8934 -0.5828
```
Forces are in eV/Å.

Values from the calculation:
DFT total energy = -407.41136 hartree
Lowest unoccupied orbital energy (spin up / spin down) = 0.9 / -3.4 eV
2S+1 = 3
ΔE to the lowest compared entry with this formula, charge and spin = 102.08 kcal per mole
Highest occupied orbital energy (spin up / spin down) = -0.216 / -0.450 Eh

[7]
C2H3F2NS | ωB97M-V with the def2-TZVPD basis set

Geometry as XYZ:
```
9
Properties=species:S:1:pos:R:3:forces:R:3
F -0.558856 -1.155065 -0.900833 0.1213 1.6446 0.4999
C -0.843402 -0.027643 -0.051964 -3.4209 -2.4807 -1.3144
F -1.207682 -0.691860 1.118926 0.3288 1.2724 -0.6091
C 0.155260 1.021347 0.032007 3.9142 -1.9866 -0.5436
N 1.444159 0.730340 -0.004881 -2.6274 1.4745 0.5719
S 2.044711 -0.789077 0.246295 1.5763 0.8538 -0.1442
H -1.735311 0.425478 -0.591578 0.5691 -0.6997 1.1711
H -0.261908 1.981431 -0.179920 0.5214 0.8457 0.1043
H 0.963031 -1.494949 0.331947 -0.9828 -0.9239 0.2641
```
Forces are in eV/Å.

Values from the calculation:
DFT total energy = -730.61409 hartree
Lowest unoccupied orbital energy = -0.2 eV
ΔE to the lowest compared entry with this formula, charge and spin = 42.61 kcal per mole
Highest occupied orbital energy = -0.350 Eh
SMILES = FC(F)/C=N\S

[8]
C2H3F2O2S | ωB97M-V with the def2-TZVPD basis set

Geometry as XYZ:
```
10
Properties=species:S:1:pos:R:3:forces:R:3
C -1.295914 -0.651355 0.176339 0.4157 2.2375 0.1423
C 1.951379 -0.310555 -0.332766 0.2900 -1.6247 -0.0052
O -1.197560 1.508906 -1.138220 0.2248 0.8896 -0.1604
O -1.962324 0.320323 0.929688 -1.4406 1.3580 0.9461
F 3.160940 0.449593 -0.277937 -0.9251 0.5281 -0.1514
F 1.606800 -0.409858 1.050774 0.2120 -0.2235 0.9224
S -0.650094 0.990786 0.118318 -0.5919 -0.6736 -0.4108
H -1.752964 -0.849334 -0.733490 -0.6790 -0.8937 -1.5956
H -0.909397 -1.329425 0.813236 1.5720 -2.7243 1.2904
H 1.049134 0.280920 -0.605944 0.9220 1.1266 -0.9778
```
Forces are in eV/Å.

Values from the calculation:
DFT total energy = -826.28303 hartree
Lowest unoccupied orbital energy = 3.7 eV
ΔE to the lowest compared entry with this formula, charge and spin = 99.26 kcal per mole
Highest occupied orbital energy = -0.082 Eh
Total charge = -1

[9]
C2H3F2O3P | ωB97M-V with the def2-TZVPD basis set

Geometry as XYZ:
```
11
Properties=species:S:1:pos:R:3:forces:R:3
C 0.874937 0.200095 -0.209942 2.1870 3.9182 2.1524
C -3.016280 0.232349 0.214254 -1.4101 -0.8446 -1.9005
O -5.461701 0.810717 0.732720 -1.3269 1.8886 1.3652
O -4.975025 -0.239207 -1.527877 -0.2831 -0.2585 -0.0429
O -4.954386 -1.683753 0.611908 -0.1911 -0.3514 0.2072
F -2.850549 0.764717 1.388611 1.2249 0.9073 2.7839
F -2.889915 1.272060 -0.646985 1.0815 0.9305 -0.7088
P -4.874062 -0.311003 -0.015264 0.9550 -2.2606 -1.7296
H 0.482208 1.050563 0.543188 0.1655 -2.5765 -1.9411
H 1.992031 0.451430 -0.350481 -1.6867 -0.6550 -0.3311
H 0.629729 -0.826000 -0.188267 -0.7160 -0.6980 0.1451
```
Forces are in eV/Å.

Values from the calculation:
DFT total energy = -844.70279 hartree
Lowest unoccupied orbital energy (spin up / spin down) = 5.6 / 5.0 eV
ΔE to the lowest compared entry with this formula, charge and spin = 79.83 kcal per mole
Highest occupied orbital energy (spin up / spin down) = 0.027 / 0.043 Eh
Total charge = -2

[10]
C2H3F2OP | ωB97M-V with the def2-TZVPD basis set

Geometry as XYZ:
```
9
Properties=species:S:1:pos:R:3:forces:R:3
C -0.893031 -0.134062 1.028715 -0.5344 -1.4480 -2.8625
C -0.847188 -0.312010 -1.027546 0.6273 0.3025 2.1897
O -0.634348 0.820290 1.660892 -0.1251 -0.5776 -0.4283
F -1.816201 0.431019 -1.660703 0.3850 -1.1620 0.7847
F -1.046106 -1.668705 -1.202240 -0.4481 1.2207 0.0668
P 0.881085 0.205980 -1.566109 -1.3466 0.9909 -1.1581
H -1.203788 -1.211883 1.343033 0.4338 1.4805 -0.0373
H 0.435626 0.714563 -2.919293 0.5210 -0.8420 1.2570
H 0.519561 1.483687 -1.068372 0.4871 0.0350 0.1880
```
Forces are in eV/Å.

Values from the calculation:
DFT total energy = -694.22606 hartree
Lowest unoccupied orbital energy = 0.3 eV
ΔE to the lowest compared entry with this formula, charge and spin = 116.62 kcal per mole
Highest occupied orbital energy = -0.344 Eh

[11]
C2H3F2OP | ωB97M-V with the def2-TZVPD basis set

Geometry as XYZ:
```
9
Properties=species:S:1:pos:R:3:forces:R:3
C -0.124677 -0.103392 -0.068983 0.4218 -2.2466 0.5998
C -0.296684 -3.898602 0.249068 -0.7410 0.2078 -1.1962
O 1.006898 -1.692215 1.743285 1.6318 -0.5766 1.5375
F -1.238139 -4.038109 -0.713802 0.6484 0.4913 -0.5915
F -0.897170 -4.484911 1.243245 0.3219 -0.4931 1.5547
P -0.029278 -1.892093 0.759579 -1.5689 2.0740 -0.7833
H 0.900448 0.162329 -0.396502 -0.6106 0.5496 1.1147
H -0.827931 0.464819 0.588869 1.2391 -0.0892 -0.4767
H -0.600048 -0.345451 -0.963404 -1.3426 0.0826 -1.7591
```
Forces are in eV/Å.

Values from the calculation:
DFT total energy = -694.20608 hartree
Lowest unoccupied orbital energy (spin up / spin down) = -1.1 / -1.1 eV
ΔE to the lowest compared entry with this formula, charge and spin = 129.16 kcal per mole
Highest occupied orbital energy (spin up / spin down) = -0.321 / -0.321 Eh

[12]
C2H3F3N2 | ωB97M-V with the def2-TZVPD basis set

Geometry as XYZ:
```
10
Properties=species:S:1:pos:R:3:forces:R:3
N -2.142532 -0.023754 -0.186778 -2.0880 3.7779 2.2105
N -0.904929 0.578376 -0.381422 0.0971 -0.4264 -0.3928
C 0.042118 -0.218444 -0.200671 2.7220 1.1709 0.0614
C 1.570803 0.183032 -0.149528 -0.2084 -0.5381 -1.7991
F 1.874692 1.502434 -0.204660 -0.5655 -1.0481 -1.1910
F 2.406473 -0.621621 -0.960609 -1.5637 1.7568 -0.9398
F 2.022468 -0.211634 0.974550 0.3406 -0.7050 4.1472
H -2.669973 0.796133 0.399710 1.0737 -2.7993 -2.0519
H -2.085222 -0.816380 0.451855 0.0992 -0.1256 -0.0568
H -0.113896 -1.168144 0.257551 0.0930 -1.0631 0.0124
```
Forces are in eV/Å.

Values from the calculation:
DFT total energy = -487.05201 hartree
Lowest unoccupied orbital energy = 0.7 eV
ΔE to the lowest compared entry with this formula, charge and spin = 45.74 kcal per mole
Highest occupied orbital energy = -0.382 Eh
SMILES = N/N=C/C(F)(F)F